Record 1
Computed, not measured: a 3-piece molecular cluster, C33H47F4N4O17P3S overall, with ωB97M-V with the def2-TZVPD basis set.

Output
LUMO energy in eV: -2.0
Spin multiplicity: 1
HOMO level in eV: -9.17

Each line ends with the Mulliken charge.
Cartesian coordinates (Å):
C 1.6148 8.8613 2.3900  -0.55
C 1.1684 7.8301 1.5772  -1.10
C 1.6636 6.3820 1.9466  0.68
C 0.9693 5.5537 2.9838  0.12
N -0.2001 6.0667 3.6955  -0.48
C -1.1302 6.1014 2.8453  0.52
O -1.8268 6.4199 1.9743  -0.40
C 1.5138 4.2128 3.2453  0.07
C 2.6962 3.7171 2.4648  0.37
C 3.3885 4.5129 1.4322  0.75
C 4.6274 3.8877 0.6950  -1.41
O 4.2627 2.6871 0.0070  0.07
C 3.8317 2.9599 -1.3315  -0.28
C 3.8181 1.5619 -2.1450  -0.60
O 4.3828 0.5775 -1.2701  -0.12
C 4.8346 -0.5795 -1.9845  -0.55
C 5.1097 -1.7022 -0.8729  -0.63
C 2.8590 5.8941 1.1914  0.37
P 3.6545 7.0561 -0.0508  0.49
O 2.6712 7.5311 -1.1084  -0.68
C 3.1678 2.2421 2.7894  -0.18
O 4.3211 1.8982 2.8744  -0.53
C 1.9487 1.2652 3.0433  0.34
C 1.9201 -0.0943 2.4923  -0.69
O 3.0710 -0.4719 1.7778  -0.26
C 0.7567 -1.0192 2.6664  -0.45
C 0.9345 -2.3788 1.9495  1.17
F -0.1241 -3.2578 1.9088  -0.31
F 1.3284 -2.2147 0.6038  -0.28
C 2.1542 -3.1790 2.6413  0.14
F 2.4413 -2.7128 3.9259  -0.27
F 1.8731 -4.5396 2.7495  -0.31
C -0.4145 -0.5450 3.4860  0.63
S -1.8381 -1.6615 3.7172  1.66
C -1.1970 -3.1500 4.6284  -1.04
O -2.9206 -1.1554 4.5709  -0.66
O -2.4875 -2.0417 2.4393  -0.57
C -0.3604 0.8484 4.0604  -0.19
C -1.5350 1.4677 4.9405  -1.43
C -2.6266 2.2319 4.0899  0.81
N -3.1112 3.3545 4.9589  -0.77
N -2.0958 2.8772 2.8376  -0.47
N -3.8260 1.4491 3.7498  -0.58
C 0.7803 1.7552 3.8491  0.58
C 0.9359 3.2160 4.3352  -0.57
O 0.7583 3.6713 5.4395  -0.52
H 0.9562 9.6642 2.8145  0.26
H 2.7217 8.9092 2.5912  0.19
H 0.5217 7.9754 0.6725  0.40
H 5.4272 3.6914 1.4723  0.27
H 5.0820 4.5905 -0.0547  0.35
H 2.7606 3.3287 -1.3125  0.25
H 4.5266 3.6521 -1.8921  0.23
H 4.3902 1.6570 -3.1185  0.35
H 2.7461 1.2566 -2.3651  0.28
H 5.8540 -0.3608 -2.4393  0.31
H 4.0956 -0.9599 -2.7465  0.35
H 5.1567 -1.1704 0.1290  0.02
H 4.2610 -2.4393 -0.8173  0.19
H 6.1168 -2.1739 -1.0238  0.37
H 4.7764 6.4727 -0.7019  0.10
H 4.1435 8.2506 0.5907  0.06
H 3.8222 -0.5115 2.4107  0.37
H 3.0701 -3.0796 1.9848  0.19
H -1.7916 -3.3098 5.5704  0.43
H -1.1935 -4.0668 3.9761  0.28
H -0.1257 -2.9808 4.9669  0.32
H -1.0865 2.2606 5.6162  0.46
H -1.9573 0.7207 5.6738  0.64
H -2.5609 4.2000 4.8008  0.27
H -4.1115 3.5046 4.8275  0.28
H -2.6874 3.7128 2.7113  0.20
H -2.4117 2.2634 2.0701  0.25
H -4.5831 2.0291 3.3828  0.33
H -3.6254 0.6993 3.0853  0.14
C -7.0006 -4.3111 -1.1145  -0.74
O -6.1632 -4.4100 -2.2715  -0.33
P -4.5417 -3.9242 -2.0329  0.86
O -4.2389 -3.8718 -3.5059  -0.47
O -4.1726 -5.3967 -1.4082  -0.32
C -4.4737 -6.5611 -2.1625  -0.68
O -3.0061 -3.3569 -1.5815  -0.25
C -2.8233 -3.0978 -0.1822  -0.67
H -7.9709 -4.7469 -1.3507  0.25
H -6.5628 -4.8592 -0.2744  0.33
H -7.1360 -3.2636 -0.8393  0.30
H -4.5824 -6.3516 -3.2276  0.31
H -5.4015 -7.0014 -1.7854  0.25
H -3.6675 -7.2810 -2.0226  0.26
H -2.9218 -4.0214 0.3953  0.34
H -3.5516 -2.3663 0.1666  0.35
H -1.8215 -2.6999 -0.0301  0.19
C 0.5440 -5.4414 -6.4587  -0.76
O 0.1934 -4.1003 -6.1076  -0.26
P -0.5582 -3.2000 -7.3539  1.06
O -0.3784 -1.8860 -6.6441  -0.67
O -2.0117 -3.8668 -7.0083  -0.33
C -2.5124 -3.7951 -5.6718  -0.73
O -1.2183 -2.4827 -8.7518  -0.28
C -1.4562 -3.3691 -9.8478  -0.65
H 0.9089 -5.9494 -5.5664  0.24
H -0.3294 -5.9805 -6.8391  0.33
H 1.3314 -5.4367 -7.2153  0.31
H -2.0535 -2.9922 -5.0953  0.39
H -2.3256 -4.7489 -5.1720  0.21
H -3.5860 -3.6322 -5.7115  0.34
H -2.2064 -4.1193 -9.5791  0.28
H -0.5302 -3.8643 -10.1461  0.27
H -1.8335 -2.7876 -10.6893  0.26

Atoms 1-3, force components in eV/Å:
C -0.2 -0.8 -0.8
C 0.6 -0.1 1.4
C 1.6 -0.5 -1.3

---

Record 2
Computed, not measured: C33H47N8O6RbSi3 as an isolated structure, with ωB97M-V with the def2-TZVPD basis set.

Output
LUMO energy in eV: 3.6
Spin multiplicity: 1
Energy relative to the best compared isomer or geometry (same formula, charge and spin) in eV: 0.977
Charge: -2
HOMO level in eV: -1.73

Each line ends with the Mulliken charge.
Cartesian coordinates (Å):
Rb 1.0251 -0.2728 1.5420  0.30
O -1.3693 3.9233 4.3086  -0.80
C -0.4819 3.0860 4.1256  0.01
N 0.5622 3.0746 3.2926  0.01
C 1.1600 4.1747 2.8163  -0.02
O 1.1234 5.3370 3.2210  -0.74
C 2.1434 3.8555 1.6848  0.36
C 2.6896 4.9185 0.9717  -0.52
C 3.6315 4.6601 -0.0071  -0.36
C 4.0071 3.3474 -0.2405  -0.64
C 3.3982 2.3505 0.5077  -0.11
N 2.4831 2.5866 1.4436  -0.04
C -0.6203 1.7401 4.8477  0.56
C -1.5179 1.5993 5.9030  -0.72
C -1.6840 0.3521 6.4821  -0.30
C -0.9723 -0.7279 5.9747  -0.78
C -0.1069 -0.4771 4.9222  -0.09
N 0.0987 0.7180 4.3860  -0.02
H 2.3658 5.9190 1.2221  0.47
H 4.0619 5.4689 -0.5864  0.38
H 4.7321 3.0899 -1.0018  0.40
H 3.6512 1.3075 0.3391  0.47
H -2.0774 2.4681 6.2220  0.45
H -2.3761 0.2186 7.3065  0.38
H -1.0957 -1.7298 6.3633  0.41
H 0.4660 -1.2857 4.4757  0.43
C -1.4219 3.3960 0.3391  -0.98
O -1.1551 2.0965 -0.1241  0.59
Si -1.7483 1.4465 -1.5745  -0.21
C -3.2293 0.3948 -1.0343  -0.39
C -2.6148 2.8944 -2.4589  -1.29
C -0.5122 0.5634 -2.4932  1.01
Si -0.7512 -1.1443 -3.0161  0.08
C -1.1156 -2.3990 -1.6431  -0.59
C -2.1717 -1.4074 -4.2680  -1.28
C 0.7453 -1.8747 -3.9344  -0.90
Si 0.9601 1.4670 -3.0098  0.20
C 2.5984 0.6444 -2.5121  -0.46
C 1.0653 3.2196 -2.2904  -0.52
C 1.1004 1.7829 -4.8883  -1.27
H -1.1442 4.1599 -0.3957  0.28
H -0.8477 3.5781 1.2503  -0.01
H -2.4876 3.5375 0.5770  0.32
H -3.9452 1.0121 -0.4806  0.33
H -2.9125 -0.4200 -0.3824  -0.65
H -3.7520 -0.0390 -1.8916  0.38
H -3.3308 3.4074 -1.8071  0.29
H -3.1696 2.4668 -3.2999  0.28
H -1.9306 3.6417 -2.8675  0.32
H -2.1282 -2.2776 -1.2472  -0.08
H -0.4117 -2.3063 -0.8113  0.19
H -1.0368 -3.4211 -2.0319  0.53
H -3.1251 -1.0425 -3.8752  0.30
H -2.2965 -2.4647 -4.5288  0.30
H -1.9589 -0.8497 -5.1852  0.24
H 1.6559 -1.8131 -3.3347  0.04
H 0.9340 -1.3581 -4.8793  0.31
H 0.5596 -2.9300 -4.1613  0.35
H 2.3912 -0.0859 -1.7262  -0.20
H 3.2966 1.3906 -2.1289  0.16
H 3.0878 0.1219 -3.3391  0.38
H 1.1600 3.2078 -1.2014  -0.48
H 0.1955 3.8313 -2.5464  0.37
H 1.9524 3.7174 -2.6970  0.41
H 1.1086 0.8558 -5.4671  0.30
H 2.0177 2.3356 -5.1230  0.30
H 0.2454 2.3774 -5.2254  0.27
O 2.9129 -2.1752 2.5711  -0.57
N 3.3055 -3.1405 1.8827  -0.53
N 3.0090 -3.0406 0.6175  0.33
O 2.3630 -2.0356 0.1130  0.04
C 3.3500 -4.1330 -0.2140  -0.19
C 4.1607 -5.1836 0.2197  -0.41
C 4.4512 -6.2218 -0.6484  -0.39
C 3.9505 -6.2314 -1.9469  -0.53
C 3.1486 -5.1802 -2.3683  -0.31
C 2.8464 -4.1324 -1.5113  0.02
H 4.5473 -5.1718 1.2277  0.44
H 5.0815 -7.0353 -0.3069  0.33
H 4.1866 -7.0483 -2.6184  0.35
H 2.7486 -5.1669 -3.3753  0.38
H 2.2217 -3.3041 -1.8116  0.13
C -3.6476 -3.7892 1.1601  -1.23
N -3.4309 -2.4339 1.6352  0.27
C -4.4758 -1.5909 1.8090  -0.26
C -4.3027 -0.3075 2.1747  -1.03
C -2.9416 0.1408 2.2780  0.42
N -1.9222 -0.6843 2.1754  0.86
C -2.1037 -2.0034 1.9155  -0.14
O -1.2009 -2.8216 1.9037  -0.70
N -2.6706 1.4332 2.4885  0.57
H -4.3162 -4.3309 1.8327  0.38
H -2.6804 -4.2814 1.1361  0.31
H -4.0698 -3.7756 0.1542  0.37
H -5.4553 -2.0128 1.6197  0.39
H -5.1378 0.3670 2.2868  0.44
H -3.3850 2.1360 2.4445  0.20
H -1.7170 1.7395 2.3479  -0.68

Atoms 1-3, force components in eV/Å:
Rb -0.2 0.6 0.1
O 0.0 0.0 0.0
C 0.1 -0.2 0.0

---

Record 3
Computed, not measured: a 8-piece molecular cluster, C33H48B2F7NO28 overall, with ωB97M-V with the def2-TZVPD basis set.

Output
LUMO energy in eV: -0.1
SMILES string: CCB(O)[C@@](OC)([C@@H](CB(O)O)OCCCO)N(C)C(C)=O.O=C1OC[C@@H](F)O1.O=C1OC[C@@H](F)O1.O=C1OC[C@@H](F)O1.O=C1OC[C@@H](F)O1.O=C1OC[C@@H](F)O1.O=C1OC[C@@H](F)O1.O=C1OC[C@@H](F)O1
Spin multiplicity: 1
HOMO level in eV: -9.35

Each line ends with the Mulliken charge.
Cartesian coordinates (Å):
C 2.1367 -0.2400 1.9783  -0.37
C 1.0370 -1.2879 1.3711  0.77
B 0.9536 -1.3768 -0.2615  0.39
O 0.7350 -2.7514 -0.8372  -0.71
C 1.1397 -0.0655 -1.3094  -0.34
O 0.6645 -0.6089 -2.5828  -0.38
C 1.1287 0.0858 -3.7706  0.39
C 0.0882 1.0516 -0.6385  0.70
C -0.2919 2.2974 -1.6261  -0.12
B -0.3543 3.7807 -0.8414  1.25
O -1.5973 4.4178 -0.3648  -0.70
O 0.9543 4.4698 -0.5786  -0.66
O -1.1823 0.2702 -0.4655  -0.35
C -1.9533 0.7485 0.6828  0.22
C -3.5348 0.2841 0.3964  -0.65
C -3.9457 -1.1151 1.1469  0.02
O -4.5008 -2.0133 0.0961  -0.59
N 2.5793 0.2706 -1.1887  0.66
C 3.0002 1.6668 -1.4361  -0.50
C 3.5533 -0.8010 -1.5399  0.38
C 4.8732 -0.9619 -0.5225  -0.84
O 3.5070 -1.6818 -2.5418  -0.54
H 2.2636 0.7601 1.3854  -0.10
H 3.1885 -0.7745 2.1576  0.20
H 1.7515 0.0640 3.0651  0.22
H 0.0166 -1.0747 1.9180  -0.14
H 1.3705 -2.3708 1.7486  -0.51
H 1.3422 -3.3815 -0.3211  0.26
H 0.4711 1.0290 -4.0927  -0.41
H 0.9930 -0.6758 -4.6820  -0.02
H 2.2565 0.3938 -3.7965  0.12
H 0.4104 1.3957 0.4320  -0.27
H -1.3191 2.1354 -2.2075  0.00
H 0.5379 2.4716 -2.4671  -0.21
H -1.5235 4.3620 0.6532  0.28
H 1.2805 4.0021 0.2682  0.06
H -1.9949 1.9068 0.8269  -0.21
H -1.6774 0.2767 1.7162  0.19
H -3.7418 0.1909 -0.7546  0.22
H -4.2100 1.1626 0.8222  0.37
H -4.8100 -0.9720 1.9411  0.17
H -3.0124 -1.6591 1.6131  0.08
H -3.8047 -2.6539 -0.2364  0.28
H 2.6889 2.1197 -2.4937  0.20
H 4.1802 1.7616 -1.3982  0.43
H 2.5763 2.3780 -0.5799  0.02
H 4.5240 -1.7193 0.3102  0.12
H 5.8425 -1.2969 -1.0864  0.33
H 5.0140 0.0819 0.0375  0.28
C -1.2101 -2.7474 -6.5373  -0.40
C -0.9137 -1.5062 -7.3075  0.45
O -0.4585 -1.9905 -8.5506  -0.30
C -1.0898 -3.1863 -8.7179  0.55
O -1.1680 -3.7759 -9.7829  -0.54
O -1.6322 -3.6416 -7.5474  -0.32
F 0.0891 -0.8078 -6.7295  -0.29
H -0.3261 -3.1565 -6.0367  0.28
H -1.9966 -2.5972 -5.7930  0.31
H -1.7811 -0.8554 -7.4612  0.23
C -0.6308 3.7492 -7.2780  -0.48
C -0.9641 4.4406 -6.0003  0.34
O -1.8895 3.5719 -5.3872  -0.31
C -1.5589 2.3283 -5.8353  0.70
O -1.9471 1.2910 -5.3242  -0.47
O -0.7320 2.3846 -6.9237  -0.25
F -1.5800 5.6206 -6.2369  -0.31
H -1.3451 3.9704 -8.0782  0.30
H 0.3760 3.9891 -7.6304  0.28
H -0.1069 4.5938 -5.3360  0.26
C 0.7191 5.1857 4.4035  -0.52
C 0.4068 3.7959 3.9645  0.33
O 1.0912 3.6761 2.7381  -0.13
C 2.1626 4.5109 2.8469  0.58
O 3.1327 4.4792 2.1082  -0.53
O 2.0213 5.3839 3.8907  -0.31
F -0.9166 3.6502 3.7297  -0.30
H 0.0414 5.9291 3.9704  0.29
H 0.7060 5.2910 5.4917  0.31
H 0.7508 3.0189 4.6555  0.27
C 2.7626 -4.9995 4.3345  -0.52
C 2.1986 -5.0308 5.7139  0.39
O 1.4096 -3.8643 5.7739  -0.32
C 0.9993 -3.6476 4.4927  0.72
O 0.0861 -2.9003 4.1837  -0.56
O 1.7312 -4.3763 3.5957  -0.27
F 3.1797 -4.9293 6.6384  -0.32
H 3.6747 -4.3974 4.2633  0.31
H 2.9720 -6.0005 3.9479  0.28
H 1.5767 -5.9073 5.9247  0.25
C 5.3426 6.6631 2.8714  -0.07
C 6.3452 7.0906 1.8547  0.35
O 6.8094 8.3264 2.3490  -0.30
C 6.6816 8.2374 3.7026  0.59
O 7.2268 8.9901 4.4926  -0.54
O 5.8733 7.1960 4.0682  -0.33
F 5.7561 7.3053 0.6569  -0.28
H 4.3499 7.0898 2.6929  0.19
H 5.2509 5.5754 2.9333  0.09
H 7.1879 6.4009 1.7376  0.30
C -1.1840 -6.9503 1.9957  -0.40
C -2.5017 -6.4639 2.4944  0.39
O -2.3909 -6.5889 3.8941  -0.31
C -1.0632 -6.4358 4.1597  0.66
O -0.6089 -6.2077 5.2685  -0.54
O -0.3022 -6.5615 3.0298  -0.28
F -3.5035 -7.2679 2.0731  -0.30
H -1.1503 -8.0389 1.8803  0.25
H -0.9023 -6.4880 1.0458  0.26
H -2.7238 -5.4235 2.2342  0.25
C -7.3868 -3.1791 0.7696  0.07
C -7.7201 -2.4877 2.0474  0.41
O -8.6454 -3.3565 2.6605  -0.33
C -8.3149 -4.6001 2.2124  0.62
O -8.7031 -5.6373 2.7235  -0.54
O -7.4880 -4.5437 1.1240  -0.32
F -8.3360 -1.3077 1.8108  -0.30
H -8.1011 -2.9580 -0.0305  0.27
H -6.3800 -2.9392 0.4173  -0.09
H -6.8629 -2.3345 2.7117  0.29

Atoms 1-3, force components in eV/Å:
C -0.1 0.0 1.5
C 1.0 -0.5 1.0
B -0.9 -2.1 -0.5

---

Record 4
Computed, not measured: C33H48BN11S6Sr as an isolated structure, with ωB97M-V with the def2-TZVPD basis set.

Output
LUMO energy (spin up / spin down) in eV: -2.0 / -2.0
Spin multiplicity: 1
Energy relative to the best compared isomer or geometry (same formula, charge and spin) in eV: 3.341
HOMO level (spin up / spin down) in eV: -5.84 / -5.84

Each line ends with the Mulliken charge.
Cartesian coordinates (Å):
Sr -1.7163 -0.9594 2.3977  0.85
C 3.5555 -1.9916 2.2354  -1.86
C 2.5407 -1.8689 1.1328  -0.47
C 2.7236 -2.5325 -0.0652  -0.04
C 1.8509 -2.2642 -1.1605  -0.43
N 0.7619 -1.5779 -1.0089  -0.11
N 0.7014 -0.7486 0.0873  1.73
B -0.1404 0.4238 -0.2249  -2.08
N 0.4677 1.7932 0.0284  1.71
N 1.7668 1.8868 -0.1611  -0.40
C 2.3068 3.0450 0.0758  -0.09
C 1.5596 4.0989 0.7039  -0.60
C 0.2735 3.8814 1.0963  -0.11
C -0.3221 4.9817 1.9994  -1.75
C -0.3037 2.6090 0.8264  1.15
S -1.8668 2.2339 1.4963  -0.43
C 3.7851 3.2647 -0.1993  2.35
C 4.3439 2.0094 -0.8005  -1.69
C 3.9002 4.4156 -1.1793  -1.70
C 4.5056 3.6029 1.0974  -1.55
N -1.1213 0.2702 -1.3562  -0.21
N -0.7238 0.9789 -2.4550  -0.26
C -1.6817 1.4964 -3.2100  -0.11
C -3.0390 1.0808 -2.9697  -0.78
C -3.3667 0.0876 -2.0260  -0.29
C -4.8088 -0.2801 -1.7684  -1.63
C -2.2461 -0.4688 -1.3527  0.97
S -2.4399 -1.9471 -0.4566  -0.09
C -1.3572 2.3510 -4.4106  2.17
C -2.2298 1.8275 -5.5699  -1.77
C 0.1370 2.2929 -4.7113  -1.50
C -1.6460 3.8222 -4.0829  -1.53
C 1.4482 -0.9525 1.2479  1.28
S 1.1137 0.0063 2.6347  0.02
C 2.0305 -2.8542 -2.5577  1.76
C 0.6531 -3.2880 -3.0941  -1.21
C 2.9247 -4.1196 -2.3806  -1.77
C 2.5857 -1.7591 -3.5338  -1.45
H 4.2793 -1.1516 2.1187  0.25
H 4.0428 -2.9798 2.1568  0.46
H 3.1061 -1.8930 3.2467  0.36
H 3.5486 -3.2466 -0.1524  0.34
H 2.0547 4.9836 1.0165  0.44
H -1.4245 4.9679 1.7996  0.35
H 0.1370 5.9453 1.7382  0.43
H -0.2261 4.7656 3.0549  0.33
H 3.9760 1.8280 -1.8296  0.32
H 3.9672 1.0720 -0.3020  0.17
H 5.4624 1.9945 -0.8402  0.41
H 3.1868 4.3099 -2.0270  0.24
H 4.9057 4.3842 -1.6454  0.46
H 3.7965 5.4009 -0.6909  0.34
H 4.5179 2.8734 1.9293  0.30
H 4.1234 4.5438 1.6055  0.31
H 5.6159 3.7995 0.9447  0.39
H -3.8214 1.4498 -3.5987  0.38
H -5.0578 -0.5141 -0.7594  0.27
H -5.1070 -1.2416 -2.2381  0.34
H -5.4594 0.4644 -2.1941  0.45
H -2.1970 0.7281 -5.6321  0.34
H -1.9384 2.1391 -6.6178  0.38
H -3.2449 2.2478 -5.5199  0.40
H 0.4911 1.2980 -5.0184  0.31
H 0.6496 2.5337 -3.7870  0.20
H 0.4347 3.0152 -5.5328  0.37
H -2.7444 3.9869 -3.9235  0.33
H -1.4224 4.5599 -4.8598  0.46
H -1.0612 4.1060 -3.1734  0.23
H 0.2140 -4.0677 -2.4320  0.26
H 0.7059 -3.6714 -4.1352  0.44
H 0.0559 -2.3751 -3.1765  0.11
H 2.4256 -4.7950 -1.6640  0.39
H 3.9406 -3.9237 -2.0632  0.36
H 3.0234 -4.7086 -3.3575  0.36
H 1.9397 -0.8550 -3.3118  0.09
H 2.5479 -1.9697 -4.6177  0.37
H 3.5924 -1.4067 -3.4059  0.41
S -3.1621 -3.8025 2.4871  -0.24
C -1.5138 -4.1837 2.4650  0.72
S -0.1598 -3.6258 3.4318  -0.28
C -1.2448 -5.1792 1.4885  -0.42
C -0.1100 -5.2245 0.6867  0.03
N 0.8411 -5.0826 -0.0234  -0.60
C -2.0996 -6.2761 1.3480  -0.13
N -2.7881 -7.1531 1.0577  -0.60
C -3.7029 -0.8876 7.9986  -0.78
N -3.1152 -2.1677 7.6016  -0.22
C -2.3933 -2.2075 6.4363  0.54
N -2.0150 -3.4186 6.0173  -0.19
S -1.9482 -0.8022 5.5630  -0.29
H -2.9528 -0.1037 8.0278  0.28
H -4.2945 -0.9483 8.9576  0.32
H -4.4688 -0.5577 7.2342  0.23
H -3.1123 -2.9880 8.1815  0.25
H -2.3309 -4.3019 6.4019  0.19
H -1.4661 -3.4274 5.1322  -0.22
N -4.1901 -0.3330 2.9037  -0.43
H -4.6179 0.5077 2.5208  0.20
H -4.2593 -0.2052 3.9219  0.17
H -4.8586 -1.0768 2.7307  0.21

Atoms 1-3, force components in eV/Å:
Sr -0.1 -1.4 0.7
C -0.2 0.0 0.5
C 0.4 -0.5 -0.6